1.
Computed, not measured: a structure of composition C28H38F18KO16PbV at a distorted geometry, with ωB97M-V with the def2-TZVPD basis set.

XYZ file:
```
103
Properties=species:S:1:pos:R:3
Pb -1.42423 1.25323 -4.36728
K 5.32471 0.21934 -2.67175
V 1.95864 0.79531 -3.57680
O 3.73355 1.91105 -4.37320
C 3.26904 3.11364 -4.99428
C 1.86721 3.64870 -4.48853
O 0.88531 2.66475 -4.09368
H 3.08517 2.99196 -6.06174
H 4.03758 3.88012 -4.89455
H 1.58416 4.36554 -5.25934
H 1.98752 4.33559 -3.65080
O 0.05305 0.37407 -2.37433
C 0.33106 0.41794 -0.95518
C 1.80105 0.50023 -0.45823
O 2.75199 0.97705 -1.50093
H -0.17319 -0.44468 -0.51964
H -0.25443 1.23312 -0.53001
H 2.12069 -0.51769 -0.23513
H 1.92451 1.00713 0.49881
C -3.20869 -1.65094 0.26968
C -3.07319 -0.38701 -0.57509
O -4.33986 -0.22680 -1.13243
C -4.57212 0.41547 -2.26223
O -3.67518 0.95648 -2.97289
C -6.08806 0.49227 -2.64358
F -6.83466 0.64413 -1.54089
F -6.29738 1.63749 -3.34420
F -6.46410 -0.63440 -3.25496
H -2.23470 -2.04619 0.55815
H -3.84849 -2.38619 -0.21834
H -3.69658 -1.26481 1.16465
H -2.45496 -0.60484 -1.44597
H -2.70498 0.50435 -0.06715
C 1.44257 5.40261 -0.35916
C 0.48653 4.26167 -0.66247
O -0.88947 4.49685 -0.33442
C -1.95473 3.82178 -0.86821
O -1.87769 3.00050 -1.82996
C -3.28231 4.16674 -0.23100
F -3.80346 3.02373 0.25467
F -3.17083 5.05011 0.75605
F -4.12081 4.64293 -1.18676
H 1.18820 6.28997 -0.93880
H 2.45388 5.03364 -0.53010
H 1.36322 5.68966 0.68936
H 0.72462 3.34660 -0.12018
H 0.55452 3.94640 -1.70365
C 5.88609 -2.74181 1.42790
C 5.97618 -1.21383 1.70752
O 4.75771 -0.68290 2.23337
C 4.84685 0.23001 3.21157
O 5.87883 0.57632 3.81009
C 3.47871 0.83103 3.62157
F 2.43268 0.43938 2.86504
F 3.21258 0.57668 4.92298
F 3.56306 2.18013 3.46681
H 4.96510 -3.02193 0.91663
H 5.79979 -3.28996 2.36608
H 6.79005 -3.16203 0.98703
H 6.15652 -0.75094 0.73731
H 6.78085 -1.05230 2.42482
C -0.43330 -4.08270 -1.59640
C -0.74123 -3.01626 -2.66995
O -1.65178 -3.63008 -3.59578
C -2.66822 -2.90135 -4.21377
O -2.74012 -1.64938 -4.26625
C -3.85343 -3.79738 -4.85103
F -5.00676 -3.70792 -4.11818
F -4.03540 -3.36713 -6.12454
F -3.32035 -5.07806 -4.90031
H -0.01218 -3.70189 -0.66595
H 0.41471 -4.73423 -1.80729
H -1.25599 -4.72137 -1.27486
H 0.14909 -2.73537 -3.23257
H -1.21161 -2.13685 -2.23008
C -0.01267 2.76192 2.79120
C -1.39579 2.78798 3.30517
O -1.75889 1.48952 3.78439
C -3.11090 1.13148 3.82832
O -4.06642 1.75345 3.36760
C -3.38678 -0.23748 4.52748
F -3.97581 -1.00941 3.61266
F -2.25033 -0.88616 4.90947
F -4.24488 -0.09728 5.56065
H 0.66236 2.78449 3.64673
H 0.07916 3.73683 2.31246
H 0.23359 1.98517 2.06723
H -1.97234 3.01309 2.40795
H -1.60899 3.53997 4.06488
C 0.10598 -1.77882 3.18784
C 1.30678 -2.50814 2.52656
O 1.20765 -3.82789 2.99960
C 2.16084 -4.78194 2.60748
O 3.05840 -4.50219 1.85169
C 1.90919 -6.21867 3.01810
F 3.07981 -6.74231 3.47414
F 0.92291 -6.27262 3.86986
F 1.56764 -6.96335 1.94559
H 0.24048 -1.72175 4.26800
H -0.85996 -2.20853 2.92251
H 0.10918 -0.72276 2.91795
H 2.26742 -2.00830 2.65072
H 1.08926 -2.50278 1.45849
```

## Properties
highest occupied orbital energy (spin up / spin down) = -14.8 / -15.0 eV
⟨S²⟩ = 2.091
frontier orbital gap (spin up / spin down) = 0.2463 / 0.2558 Ha
charge = +2
spin multiplicity = 3

=====

2.
Computed, not measured: a structure of composition C28H38FN8O4RuSSi at a distorted geometry, with ωB97M-V with the def2-TZVPD basis set.

XYZ file:
```
82
Properties=species:S:1:pos:R:3
Ru 0.25926 -0.00036 0.02888
C 3.08758 3.38970 0.55237
C 1.62884 3.43467 0.18354
C 1.10581 4.54258 -0.45586
C -0.25970 4.58308 -0.73504
C -1.06943 3.54422 -0.34391
C -0.49103 2.45207 0.33302
N 0.83946 2.40789 0.55636
N -1.14019 1.35028 0.79752
Si -2.65796 1.38550 1.64377
C -2.67789 -0.01955 2.87214
C -2.71985 3.00713 2.57238
C -4.14492 1.26443 0.50983
H 3.32865 4.24327 1.18992
H 3.71853 3.45018 -0.33480
H 3.32172 2.47131 1.08319
H 1.75409 5.36907 -0.72026
H -0.68206 5.43680 -1.25280
H -2.12899 3.53040 -0.56744
H -2.00186 0.19877 3.70682
H -2.35639 -0.94669 2.39780
H -3.68294 -0.17298 3.28335
H -1.78840 3.16199 3.12636
H -3.54888 3.01089 3.28836
H -2.85257 3.85849 1.89932
H -3.96139 0.55104 -0.30199
H -4.38328 2.23338 0.05964
H -5.02772 0.93320 1.07006
F -5.81594 -2.70410 2.72721
C -4.77832 -3.26330 2.10120
C -4.40747 -2.85143 0.89170
N -3.36734 -3.43518 0.19342
C -2.79075 -2.72868 -0.94399
C -1.82467 -1.63475 -0.50787
O -1.47471 -0.79500 -1.36782
O -1.43171 -1.60758 0.68243
C -2.58448 -4.41886 0.77256
O -1.63964 -4.93690 0.20830
N -2.99204 -4.80292 2.03512
C -4.06286 -4.32284 2.79569
O -4.31064 -4.76790 3.89113
H -4.91842 -2.03057 0.40496
H -3.58295 -2.29524 -1.54924
H -2.23742 -3.44646 -1.53987
H -2.44439 -5.53408 2.45999
C 1.34392 -0.91854 -3.33044
N 2.09361 0.29557 -3.59119
C 3.35836 0.03944 -4.24844
C 2.17440 1.23205 -2.47833
C 2.94726 0.74857 -1.25288
C 4.33913 0.86746 -1.24935
C 5.09796 0.43618 -0.17100
C 4.46599 -0.09490 0.94644
C 3.08316 -0.19598 0.97022
C 2.33692 0.20046 -0.12863
H 1.10743 -1.40656 -4.27985
H 0.39968 -0.66831 -2.85476
H 1.87786 -1.64140 -2.69590
H 3.17543 -0.52275 -5.16606
H 4.06502 -0.54098 -3.63080
H 3.83460 0.98584 -4.51724
H 1.16018 1.50068 -2.18530
H 2.65986 2.13391 -2.86111
H 4.83067 1.32334 -2.10260
H 6.17799 0.52702 -0.19437
H 5.04462 -0.42568 1.80086
H 2.59709 -0.57649 1.85970
C 1.41389 -6.41987 -0.99713
C 2.49745 -5.34823 -0.79833
C 1.97669 -4.17563 -0.03667
N 1.67161 -3.04236 -0.55260
N 1.13666 -2.16226 0.35034
C 1.03381 -2.64616 1.56219
N 0.60990 -1.93794 2.64561
S 1.65585 -4.24883 1.68275
H 1.80688 -7.24356 -1.59550
H 0.54966 -5.99422 -1.50878
H 1.07493 -6.81794 -0.03844
H 2.84082 -4.97830 -1.76286
H 3.35107 -5.77959 -0.27297
H 0.07329 -1.11578 2.42182
H 0.27626 -2.45527 3.43971
```

## Properties
highest occupied orbital energy (spin up / spin down) = -7.9 / -7.7 eV
energy above the lowest of the compared OMol25 structures with the same formula, charge and spin = 0.0 kcal/mol
⟨S²⟩ = 0.774
frontier orbital gap (spin up / spin down) = 0.2628 / 0.2733 Ha
charge = 0
spin multiplicity = 2

=====

3.
Computed, not measured: a structure of composition C28H38N6S4SbSr, with ωB97M-V with the def2-TZVPD basis set.

XYZ file:
```
78
Properties=species:S:1:pos:R:3
Sr -1.14724 -0.56850 -0.28261
S 0.75819 -2.35438 0.72176
C -0.26077 -3.71744 1.22977
C 0.39725 -4.95083 1.36450
C -0.24855 -6.10596 1.77148
C -1.60660 -6.05635 2.05574
C -2.27997 -4.85404 1.92307
C -1.64740 -3.66827 1.51621
S -2.65952 -2.21878 1.44245
H 1.45650 -4.97710 1.13896
H 0.30596 -7.03302 1.86411
H -2.14067 -6.94347 2.37750
H -3.34039 -4.80393 2.13739
C -4.60423 -0.13092 3.33597
N -4.59542 0.55715 2.05556
C -5.66105 0.64629 1.18341
C -5.25558 1.33813 0.11075
N -3.91801 1.67351 0.32131
C -3.50082 1.18118 1.54560
S -2.02530 1.30612 2.32148
C -3.14710 2.43523 -0.59017
C -3.77218 3.41316 -1.35711
C -2.99355 4.13726 -2.23994
C -1.63232 3.88345 -2.29893
C -1.11112 2.89053 -1.48952
N -1.86044 2.15820 -0.66435
H -5.52685 -0.70258 3.40309
H -4.54988 0.59681 4.14600
H -3.75170 -0.80459 3.38026
H -6.61021 0.18783 1.39653
H -5.76981 1.58141 -0.80012
H -4.82790 3.61162 -1.24567
H -3.44557 4.89828 -2.86216
H -0.98173 4.42952 -2.96787
H -0.05590 2.64663 -1.50481
S -2.57701 0.57671 -5.29837
C -2.19866 0.18820 -3.75816
N -1.89071 -0.08544 -2.66050
N 1.46923 0.93295 -1.50228
C 1.64226 0.26392 -2.43662
N 1.86773 -0.47475 -3.50627
C 0.85707 -0.49887 -4.58629
C 1.42030 -1.27746 -5.76014
C 1.70628 -2.74248 -5.37385
C 1.98894 -2.89094 -3.87182
C 2.72344 -1.67052 -3.34324
H 0.61783 0.52738 -4.85916
H -0.06363 -0.95991 -4.23229
H 2.33150 -0.78415 -6.10856
H 0.69825 -1.22741 -6.57461
H 2.56104 -3.10806 -5.94828
H 0.85622 -3.37142 -5.64427
H 2.57756 -3.78654 -3.67139
H 1.05897 -2.99829 -3.30907
H 3.65966 -1.51794 -3.88914
H 2.95929 -1.78097 -2.28619
C 3.98661 3.94141 3.19517
C 3.26212 3.72966 1.86900
Sb 1.70078 2.20752 1.80345
C 1.32251 2.04991 3.93733
C 2.10956 1.00226 4.71780
C 2.99066 0.48749 1.55551
C 4.45863 0.60688 1.95065
H 4.80321 4.66478 3.09963
H 4.41564 3.01190 3.57302
H 3.30994 4.31996 3.96361
H 3.97075 3.45171 1.08319
H 2.79518 4.66004 1.53775
H 0.25253 1.85310 4.01518
H 1.47883 3.04670 4.35940
H 1.97667 0.00529 4.29454
H 1.78157 0.95678 5.76107
H 3.17916 1.21897 4.72041
H 2.89894 0.23359 0.49886
H 2.50720 -0.33325 2.08834
H 4.95648 1.44032 1.44819
H 5.00467 -0.30369 1.68392
H 4.58268 0.75251 3.02478
```

## Properties
highest occupied orbital energy = -3.6 eV
frontier orbital gap = 0.2221 Ha
charge = -1